# 1
DFT (ωB97M-V/def2-TZVPD) results for C43H92F8N6O9S2 as an isolated structure.

The geometry in XYZ format:
```
160
Properties=species:S:1:pos:R:3:lowdin_charge:R:1
C 11.959 6.898 18.707 -0.093
C 13.420 7.263 18.402 -0.247
C 13.678 8.753 18.659 -0.147
N 15.110 9.125 18.752 -0.274
C 15.763 8.405 19.908 0.048
C 15.894 8.872 17.461 -0.098
C 17.237 9.617 17.614 -0.146
C 16.854 10.776 18.544 -0.153
C 15.377 10.650 18.853 -0.081
H 11.731 5.902 18.260 0.092
H 11.305 7.679 18.268 0.089
H 11.884 6.797 19.819 0.090
H 13.559 7.051 17.295 0.128
H 14.100 6.561 18.904 0.098
H 13.150 9.078 19.571 0.144
H 13.245 9.455 17.905 0.145
H 15.430 7.347 19.850 0.103
H 15.480 9.014 20.770 0.120
H 16.830 8.338 19.676 0.099
H 16.106 7.827 17.392 0.122
H 15.258 9.134 16.572 0.148
H 17.986 8.919 18.086 0.121
H 17.701 9.879 16.625 0.131
H 17.459 10.607 19.450 0.121
H 17.152 11.722 18.109 0.110
H 15.021 11.001 19.872 0.160
H 14.756 11.109 18.091 0.121
C 12.572 15.317 7.553 -0.078
C 12.936 14.564 8.821 -0.253
C 12.621 13.116 8.704 -0.158
N 12.437 12.467 10.017 -0.222
C 11.308 13.134 10.757 -0.006
C 13.772 12.392 10.763 -0.099
C 14.334 10.971 10.658 -0.114
C 13.277 10.146 9.815 -0.117
C 12.010 10.974 9.918 -0.096
H 13.429 15.168 6.819 0.109
H 12.364 16.378 7.757 0.083
H 11.660 14.931 7.174 0.056
H 12.396 15.006 9.579 0.073
H 13.976 14.765 9.134 0.122
H 13.398 12.583 8.214 0.138
H 11.715 13.035 8.139 0.124
H 11.645 13.959 11.381 0.099
H 10.830 12.585 11.543 0.081
H 10.594 13.495 9.993 0.119
H 13.583 12.775 11.778 0.104
H 14.443 13.195 10.318 0.130
H 14.501 10.419 11.610 0.107
H 15.225 11.018 10.040 0.104
H 12.966 9.173 10.264 0.132
H 13.548 10.151 8.771 0.100
H 11.342 10.778 10.769 0.124
H 11.382 10.926 9.012 0.134
C 10.337 21.321 11.014 -0.086
C 9.647 20.046 11.491 -0.223
C 9.616 20.069 13.005 -0.097
N 8.573 19.126 13.703 -0.239
C 7.116 19.448 13.410 0.024
C 8.753 19.253 15.214 -0.071
C 8.195 17.866 15.740 -0.115
C 8.870 16.940 14.754 -0.143
C 8.878 17.685 13.445 -0.114
H 9.979 21.551 10.027 0.071
H 11.420 21.235 11.091 0.085
H 10.063 22.229 11.614 0.094
H 10.115 19.155 11.055 0.119
H 8.603 19.998 11.129 0.107
H 9.300 21.053 13.363 0.132
H 10.546 19.788 13.481 0.108
H 6.856 19.715 12.389 0.098
H 6.924 20.395 13.952 0.111
H 6.445 18.680 13.811 0.108
H 8.161 20.117 15.526 0.131
H 9.819 19.315 15.370 0.097
H 7.115 17.875 15.537 0.102
H 8.377 17.768 16.824 0.129
H 8.415 15.947 14.633 0.136
H 9.899 16.810 15.080 0.111
H 8.105 17.380 12.712 0.145
H 9.796 17.539 12.936 0.099
C 11.435 20.463 25.498 -0.112
C 12.532 19.855 24.733 -0.261
C 12.081 19.579 23.330 -0.135
N 13.003 18.824 22.378 -0.274
C 14.223 19.702 22.149 0.056
C 13.394 17.593 23.012 -0.118
C 12.187 16.648 22.865 -0.108
C 11.590 17.074 21.534 -0.125
C 12.279 18.430 21.134 -0.063
H 11.845 21.029 26.343 0.091
H 10.595 19.819 25.807 0.092
H 10.881 21.241 24.859 0.110
H 12.809 18.955 25.228 0.103
H 13.361 20.571 24.758 0.128
H 11.878 20.551 22.808 0.150
H 11.091 19.135 23.269 0.136
H 14.892 19.170 21.558 0.047
H 14.735 19.806 23.089 0.110
H 13.962 20.593 21.619 0.117
H 14.265 17.241 22.470 0.130
H 13.640 17.753 24.019 0.107
H 12.503 15.675 22.665 0.102
H 11.450 16.747 23.643 0.116
H 11.787 16.340 20.801 0.099
H 10.502 17.188 21.651 0.119
H 13.022 18.276 20.295 0.126
H 11.583 19.301 20.876 0.155
C 16.994 18.143 15.569 0.020
C 18.243 18.207 16.412 -0.364
O 18.803 19.098 16.890 0.206
N 18.922 16.745 16.446 0.046
H 18.177 15.979 16.800 0.139
H 19.030 16.581 15.461 0.147
C 20.227 16.708 17.151 -0.011
H 16.853 17.254 14.975 0.088
H 17.072 19.009 14.912 0.109
H 16.119 18.303 16.199 0.080
H 20.546 15.654 17.048 0.108
H 20.069 16.848 18.211 0.099
H 20.946 17.368 16.704 0.097
C 13.575 17.992 14.559 -0.493
O 12.436 18.957 14.688 -0.127
O 14.097 17.556 15.642 -0.160
C 12.952 16.765 13.891 -0.615
F 12.349 16.053 14.837 0.139
F 12.026 16.908 12.933 0.110
F 13.926 16.058 13.322 0.133
C 12.429 19.506 15.995 -0.318
C 12.278 20.990 15.853 -0.091
H 11.330 21.271 15.354 0.057
H 12.208 21.470 16.871 0.089
H 13.155 21.362 15.319 0.082
H 13.403 19.335 16.516 0.125
H 11.630 19.145 16.617 0.092
H 14.192 18.420 13.738 0.149
C 13.074 11.139 14.012 -0.433
O 14.438 10.759 13.689 -0.126
O 12.379 11.832 13.111 -0.181
C 12.227 9.735 14.263 -0.486
F 10.939 10.065 14.646 0.080
F 12.065 8.960 13.127 0.081
F 12.722 8.891 15.151 0.113
C 15.423 11.594 14.271 -0.307
C 16.477 11.911 13.353 -0.084
H 17.312 12.278 13.970 0.096
H 16.797 11.157 12.722 0.064
H 16.227 12.714 12.715 0.067
H 15.902 11.182 15.173 0.107
H 15.059 12.563 14.478 0.103
H 13.284 11.682 15.029 0.153
N 15.512 16.385 18.034 -0.281
S 15.705 15.010 17.307 0.540
O 14.944 13.999 18.052 -0.274
O 17.048 14.748 16.811 -0.307
F 15.016 15.292 16.007 -0.098
S 15.575 16.849 19.434 0.499
O 15.217 15.958 20.492 -0.283
O 15.201 18.246 19.706 -0.324
F 17.179 17.006 19.634 -0.217
```

Its total charge is +2. The LUMO energy is -0.1085 Ha.

# 2
DFT (ωB97M-V/def2-TZVPD) results for C43H98GaO11S8 as an isolated structure.

The geometry in XYZ format:
```
161
Properties=species:S:1:pos:R:3:lowdin_charge:R:1
C 2.480 0.216 -2.471 -0.134
O 2.785 1.329 -1.659 -0.165
C 2.045 1.403 -0.447 -0.203
C 1.718 2.859 -0.153 -0.217
C 0.909 3.061 1.140 -0.172
C -0.564 2.638 0.941 -0.182
C -1.362 3.897 0.624 -0.183
C -2.846 3.666 0.219 -0.177
C -3.346 2.216 0.301 -0.209
C -4.683 2.021 -0.434 -0.219
C -4.426 1.844 -1.926 -0.298
C -4.071 3.130 -2.709 -0.255
Ga -2.065 3.185 -3.117 0.443
C -1.166 1.555 -2.233 -0.161
C -1.229 0.338 -3.179 -0.432
C 0.216 0.070 -3.641 -0.080
O -1.804 -0.748 -2.428 -0.118
C -2.248 -1.810 -3.254 -0.157
C -1.276 -2.994 -3.132 -0.212
C -1.236 -3.619 -1.915 -0.041
C -0.376 -4.667 -1.745 -0.089
C 0.415 -5.031 -2.790 -0.128
C 0.365 -4.431 -4.006 -0.092
C -0.507 -3.388 -4.176 -0.057
O -1.184 4.749 -2.433 -0.279
C -0.104 5.077 -3.259 -0.343
C 1.244 5.193 -2.505 -0.287
C 2.056 3.883 -2.562 -0.088
C 2.047 6.353 -3.163 -0.370
C 3.419 6.608 -2.478 -0.072
C 2.170 6.109 -4.707 -0.072
H 3.392 -0.312 -2.767 0.098
H 1.964 0.556 -3.371 0.048
H 1.816 -0.507 -1.989 0.094
H 2.673 1.016 0.374 0.124
H 1.100 0.852 -0.465 0.122
H 1.154 3.205 -1.025 0.049
H 2.673 3.395 -0.117 0.118
H 1.384 2.441 1.913 0.066
H 1.021 4.106 1.440 0.108
H -0.934 2.044 1.792 0.093
H -0.557 2.055 0.017 0.067
H -0.856 4.406 -0.203 0.084
H -1.318 4.596 1.468 0.102
H -3.474 4.223 0.925 0.105
H -2.981 4.148 -0.747 0.058
H -3.524 2.003 1.359 0.094
H -2.678 1.461 -0.110 0.079
H -5.108 1.072 -0.073 0.097
H -5.433 2.787 -0.212 0.106
H -3.691 1.055 -2.116 0.074
H -5.364 1.469 -2.366 0.088
H -4.620 3.140 -3.656 0.025
H -4.362 4.023 -2.147 0.034
H -1.809 3.075 -4.714 -0.018
H -1.656 1.233 -1.310 0.028
H -0.132 1.807 -1.979 0.038
H -1.821 0.577 -4.073 0.104
H 0.841 -0.106 -2.769 0.001
H 0.550 1.004 -4.105 0.095
H 0.293 -0.708 -4.404 0.086
H -2.385 -1.485 -4.289 0.123
H -3.193 -2.169 -2.833 0.121
H -1.878 -3.265 -1.120 0.120
H -0.347 -5.169 -0.774 0.080
H 1.120 -5.845 -2.649 0.105
H 0.984 -4.726 -4.840 0.104
H -0.612 -2.835 -5.101 0.115
H -0.319 6.069 -3.705 0.105
H 0.046 4.390 -4.105 0.067
H 1.104 5.412 -1.442 0.139
H 1.972 3.444 -3.560 0.085
H 3.124 4.050 -2.394 0.087
H 1.733 3.157 -1.817 -0.026
H 1.426 7.244 -3.022 0.107
H 3.534 7.657 -2.203 0.056
H 4.205 6.382 -3.205 0.068
H 3.611 5.972 -1.613 0.061
H 2.083 5.051 -4.949 0.065
H 3.119 6.484 -5.093 0.049
H 1.350 6.647 -5.181 0.065
C 4.493 3.388 2.512 -0.259
S 3.918 2.342 3.858 0.807
O 2.434 2.336 3.801 -0.554
C 4.396 3.459 5.181 -0.287
H 4.253 2.893 1.572 0.037
H 3.991 4.355 2.552 0.063
H 5.573 3.518 2.589 0.052
H 3.899 4.421 5.043 0.058
H 5.478 3.586 5.174 0.052
H 4.088 3.015 6.122 0.023
C -1.951 -9.125 -6.150 -0.271
S -1.344 -7.732 -5.189 0.800
O -0.084 -7.272 -5.828 -0.552
C -0.889 -8.680 -3.737 -0.268
H -2.255 -8.754 -7.127 0.046
H -1.159 -9.866 -6.270 0.055
H -2.810 -9.568 -5.644 0.051
H -0.162 -9.449 -4.006 0.064
H -1.782 -9.135 -3.312 -0.009
H -0.447 -7.996 -3.014 0.042
C 1.361 -3.794 2.737 -0.262
S 1.519 -5.546 2.403 0.809
O 0.617 -5.873 1.267 -0.556
C 0.694 -6.093 3.907 -0.280
H 1.779 -3.255 1.897 0.054
H 0.309 -3.531 2.852 0.060
H 1.916 -3.543 3.641 0.055
H -0.315 -5.682 3.943 0.051
H 1.268 -5.765 4.774 0.050
H 0.647 -7.180 3.891 0.044
C 6.314 1.065 9.148 -0.272
S 5.921 0.093 7.687 0.817
O 5.192 0.982 6.749 -0.554
C 4.698 -0.959 8.480 -0.271
H 7.041 1.823 8.863 0.049
H 5.412 1.549 9.524 0.058
H 6.744 0.418 9.912 0.051
H 3.900 -0.346 8.899 0.059
H 5.178 -1.544 9.265 0.051
H 4.288 -1.628 7.726 0.050
C 1.993 10.383 -4.446 -0.261
S 3.623 9.725 -4.820 0.788
O 4.502 10.039 -3.665 -0.549
C 4.011 10.908 -6.121 -0.277
H 1.579 9.806 -3.621 0.046
H 2.075 11.431 -4.156 0.055
H 1.350 10.279 -5.320 0.055
H 3.963 11.923 -5.724 0.053
H 3.304 10.788 -6.942 0.051
H 5.019 10.701 -6.475 0.046
C -1.117 0.989 5.780 -0.266
S -1.484 -0.016 4.336 0.807
O -2.232 0.839 3.380 -0.538
C -2.680 -1.088 5.142 -0.295
H -0.406 1.759 5.481 0.047
H -2.032 1.457 6.146 0.056
H -0.672 0.364 6.555 0.048
H -3.496 -0.491 5.550 0.059
H -2.192 -1.650 5.936 0.035
H -3.071 -1.780 4.400 0.043
C -3.901 -8.840 -0.572 -0.256
S -2.950 -10.214 -1.230 0.790
O -3.608 -10.643 -2.493 -0.550
C -3.409 -11.397 0.043 -0.271
H -3.784 -7.994 -1.247 0.055
H -4.954 -9.116 -0.511 0.058
H -3.520 -8.572 0.414 0.055
H -4.493 -11.511 0.067 0.057
H -3.043 -11.049 1.009 0.052
H -2.946 -12.351 -0.199 0.049
C -5.508 -4.835 5.114 -0.269
S -4.838 -4.589 6.764 0.811
O -3.865 -3.472 6.681 -0.552
C -3.892 -6.118 6.816 -0.274
H -6.107 -3.963 4.860 0.053
H -4.694 -4.939 4.396 0.059
H -6.138 -5.724 5.105 0.052
H -3.182 -6.140 5.989 0.051
H -4.572 -6.968 6.755 0.051
H -3.353 -6.150 7.761 0.048
```

Its total charge is -1. The LUMO energy is 0.0409 Ha.

The records above yield strongest force on any atom values of 0.1018 0.0893 hartree/bohr, respectively.
The records above yield Kohn-Sham gap values of 0.277 0.194 Ha, respectively.